[1]
Molecular formula: C21H34ClN3O2SSi2
Method: DFT, ωB97M-V/def2-TZVPD

Total charge   0
Energy   -2572.67526 hartree
E_LUMO   -3.0 eV
HOMO level   -5.51 eV

Last column: natural (NBO) charge in e.
CARTESIAN COORDINATES (ANGSTROEM)
C -0.1225 -3.4952 -1.9038  -0.6301
C 0.7019 -2.2991 -2.2968  -0.0369
C 1.9561 -2.1398 -1.7149  -0.1878
C 2.7556 -1.0468 -2.0095  -0.1596
C 2.3420 -0.1315 -2.9663  -0.1990
C 1.1079 -0.2791 -3.5672  -0.1906
C 0.2624 -1.3275 -3.2035  -0.0273
C -1.1224 -1.3332 -3.7818  -0.2369
N -2.1844 -1.1809 -2.7260  -0.2503
C -2.9125 -2.2701 -2.4558  0.0556
C -3.8674 -2.3305 -1.4634  -0.0015
C -4.5592 -3.6776 -1.2637  -0.2466
N -4.1103 -4.8059 -2.0545  -0.7974
C -4.0898 -1.1700 -0.6988  -0.0931
C -5.1061 -1.1305 0.4386  0.7622
O -5.1419 -0.2622 1.2539  -0.4527
O -6.0222 -2.1453 0.4167  -0.7148
C -3.3436 -0.0107 -1.0170  -0.0306
Cl -3.5735 1.4747 -0.2325  0.1717
C -2.3845 -0.0274 -2.0488  0.0671
S -1.4177 1.3952 -2.4239  0.1289
H 0.5138 -4.2784 -1.5090  0.2415
H -0.6718 -3.8936 -2.7580  0.1899
H -0.8582 -3.2287 -1.1425  0.2096
H 2.2854 -2.8667 -0.9867  0.2185
H 3.6900 -0.9076 -1.4885  0.2369
H 2.9568 0.7279 -3.1841  0.2370
H 0.7708 0.4573 -4.2811  0.2126
H -1.3538 -2.2587 -4.3010  0.2184
H -1.2273 -0.5038 -4.4713  0.2444
H -2.6857 -3.1336 -3.0545  0.2310
H -4.4258 -3.9671 -0.2234  0.2066
H -5.6263 -3.5547 -1.4106  0.2430
H -4.2268 -4.6545 -3.0491  0.3562
H -3.1288 -5.0054 -1.9007  0.3583
H -5.7761 -2.8193 1.0630  0.5073
H -2.3096 1.9030 -3.2866  0.1503
C 1.8804 2.5816 -0.5592  -1.1111
Si 1.6497 2.3918 1.3124  1.8375
C 1.0055 0.6052 1.5213  -1.1279
C 0.1925 3.5266 1.7634  -1.1317
N 3.0775 2.7159 2.0804  -1.7357
Si 3.4143 2.6682 3.7149  1.8300
C 3.1879 0.9572 4.5153  -1.1285
C 2.3970 3.8790 4.7678  -1.1296
C 5.2262 3.1327 4.0004  -1.1160
H 0.9463 2.3410 -1.0893  0.1764
H 2.1776 3.5959 -0.8312  0.2286
H 2.6530 1.8863 -0.8966  0.2110
H 0.1962 0.3775 0.8086  0.1772
H 0.6107 0.4381 2.5265  0.2227
H 1.8178 -0.1054 1.3499  0.2205
H 0.5123 4.5697 1.7328  0.2306
H -0.1835 3.3127 2.7670  0.2213
H -0.6502 3.4100 1.0675  0.1934
H 2.1302 0.6963 4.6149  0.2111
H 3.6273 0.9219 5.5190  0.2122
H 3.6744 0.1915 3.9067  0.2188
H 2.4087 4.8713 4.3121  0.2240
H 2.8030 3.9677 5.7822  0.2119
H 1.3561 3.5570 4.8619  0.2129
H 5.4196 4.1377 3.6193  0.2228
H 5.8812 2.4360 3.4722  0.2201
H 5.4939 3.1139 5.0628  0.2061

Forces on the atoms, in the same order (eV/Å):
-0.2 0.3 -0.2
0.1 0.1 0.0
-0.1 0.2 0.0
-0.2 -0.1 -0.1
0.1 0.0 0.1
0.0 -0.2 0.2
0.2 0.1 0.1
0.2 0.1 0.0
-0.2 0.0 0.1
-0.1 0.1 0.1
0.1 0.2 0.0
0.0 -0.3 0.1
0.3 0.4 -0.2
0.1 0.2 -0.2
0.0 0.5 0.3
0.1 -0.5 -0.2
0.3 -0.1 -0.3
-0.1 -0.4 -0.1
-0.1 0.1 0.1
-0.1 -0.2 0.0
0.4 0.1 -0.1
0.0 -0.1 0.1
0.1 -0.2 -0.1
0.0 -0.1 0.2
0.1 -0.1 0.1
0.1 0.0 0.0
0.0 0.0 -0.1
0.0 0.1 -0.1
-0.1 -0.1 0.0
-0.1 0.0 -0.1
0.0 0.0 0.0
0.0 0.0 0.1
-0.1 0.0 0.0
-0.2 -0.1 0.0
0.0 -0.2 0.1
-0.3 0.1 0.3
-0.2 0.1 0.0
-0.4 -0.2 -0.2
0.6 0.2 0.1
-0.3 0.0 -0.2
-0.2 -0.2 -0.2
-0.4 -0.2 0.2
0.2 0.1 -0.5
0.0 0.1 0.2
0.1 -0.1 0.2
-0.1 0.0 0.2
0.1 0.0 -0.1
0.0 0.0 0.0
0.0 0.1 0.0
0.0 0.0 0.0
0.0 0.0 0.0
0.0 0.0 0.0
0.0 0.0 0.0
0.0 0.0 0.0
0.0 0.0 0.0
0.0 0.0 -0.1
0.0 0.0 0.0
0.0 0.0 0.0
0.0 0.0 0.0
0.0 0.0 0.0
0.0 0.0 -0.1
0.0 0.0 0.0
0.0 0.0 0.0
0.0 0.0 0.0

---

[2]
Molecular formula: C21H34N2O6S3SiSn
Method: DFT, ωB97M-V/def2-TZVPD

Total charge   -2
Energy   -3079.92676 hartree
E_LUMO   4.5 eV
HOMO level   -1.66 eV

Last column: natural (NBO) charge in e.
CARTESIAN COORDINATES (ANGSTROEM)
Sn 1.0655 -0.1823 1.0597  1.3051
C 4.9946 -2.2018 -0.9106  -0.6345
C 3.8708 -1.8550 0.0468  -0.2116
S 3.3516 -0.1759 -0.0166  -0.2788
C 3.3259 -2.7942 0.8332  -0.1812
C 3.8506 -4.2181 0.7873  -0.6391
S 1.9947 -2.5221 1.9427  -0.3615
H 5.2743 -1.3245 -1.4926  0.2196
H 4.6890 -2.9915 -1.6058  0.1988
H 5.8836 -2.5548 -0.3759  0.1925
H 4.8812 -4.2690 1.1594  0.1935
H 3.8528 -4.6114 -0.2350  0.1967
H 3.2320 -4.8635 1.4083  0.2180
C 1.7624 0.9184 2.8002  -1.0770
H 0.9703 0.9002 3.5503  0.2275
H 1.9659 1.9450 2.4974  0.2273
H 2.6592 0.4207 3.1586  0.2221
O -2.6523 4.1990 -1.4861  -0.9595
S -1.3681 3.9414 -2.0896  2.3014
O -1.1942 4.4949 -3.4177  -0.9811
N -0.9750 2.3745 -2.0480  -0.8734
C 0.1082 2.1559 -1.3040  0.6473
O 0.6560 1.0402 -1.1132  -0.7310
C 0.7203 3.4127 -0.7500  -0.0264
C 1.8940 3.5378 -0.0304  -0.1847
C 2.2918 4.8108 0.3535  -0.1941
C 1.5259 5.9292 0.0307  -0.2176
C 0.3443 5.7962 -0.6899  -0.1945
C -0.0301 4.5230 -1.0676  -0.3116
H 2.4695 2.6562 0.2290  0.2278
H 3.2116 4.9422 0.9124  0.1984
H 1.8544 6.9134 0.3433  0.1944
H -0.2638 6.6544 -0.9500  0.2132
C -1.1887 -2.8792 1.3611  -1.2488
Si -1.2819 -1.3558 0.2418  1.5453
C -0.9730 -2.0080 -1.5428  -0.5505
C 0.5387 -2.2144 -1.7225  -0.6234
C -1.6647 -3.3692 -1.7252  -0.6076
C -1.4733 -1.0505 -2.6296  -0.6168
C -2.9902 -0.5722 0.6084  -0.5500
C -4.0773 -1.5224 0.0844  -0.6085
C -3.1738 0.7937 -0.0599  -0.6151
C -3.1594 -0.4031 2.1202  -0.6274
H -1.9486 -3.6296 1.1121  0.2131
H -1.3198 -2.5851 2.4065  0.2326
H -0.2041 -3.3386 1.2876  0.2685
H 0.9537 -2.8757 -0.9519  0.2154
H 1.0675 -1.2598 -1.6778  0.2514
H 0.7347 -2.6664 -2.7052  0.1858
H -1.2491 -4.1187 -1.0457  0.2048
H -1.5057 -3.7162 -2.7553  0.1896
H -2.7429 -3.3148 -1.5508  0.1986
H -1.1401 -0.0281 -2.4604  0.2627
H -2.5670 -1.0424 -2.6866  0.1891
H -1.0892 -1.3751 -3.6069  0.1834
H -4.0214 -1.6325 -1.0025  0.2004
H -5.0641 -1.1073 0.3277  0.1967
H -4.0062 -2.5173 0.5379  0.1944
H -3.0898 0.7408 -1.1481  0.2144
H -2.4234 1.5044 0.2814  0.2608
H -4.1638 1.2010 0.1897  0.1830
H -3.0926 -1.3588 2.6499  0.1871
H -4.1499 0.0260 2.3249  0.1893
H -2.4137 0.2817 2.5322  0.2678
O -1.5160 2.1812 3.3835  -0.5303
N -0.8371 2.6094 2.4291  0.7220
O -0.3422 3.7461 2.4465  -0.5053
O -0.6427 1.8550 1.4165  -0.5983

Forces on the atoms, in the same order (eV/Å):
-0.1 -0.5 0.0
-0.1 0.1 0.1
0.0 -0.1 -0.1
-0.3 0.1 -0.2
0.1 -0.1 0.0
0.0 0.2 0.0
0.2 0.2 0.1
0.0 0.0 0.0
0.0 0.0 0.0
0.0 0.0 0.0
0.0 0.0 0.0
0.0 0.0 0.0
0.0 0.0 0.0
-0.4 -0.2 -0.3
0.1 0.1 0.0
0.0 0.0 0.1
0.0 0.0 -0.1
0.0 -0.1 0.1
0.0 0.1 -0.2
0.1 0.0 0.0
0.1 0.0 0.2
0.2 -0.1 -0.1
-0.4 0.4 0.2
0.0 0.1 0.2
0.0 0.0 0.0
0.1 0.0 0.0
-0.1 0.0 0.0
-0.1 0.0 0.0
0.0 -0.1 -0.1
0.0 0.1 -0.1
0.0 0.0 0.0
0.0 0.0 0.0
0.0 0.0 0.0
-0.2 -0.1 0.0
0.8 -0.2 0.5
-0.1 0.1 -0.1
-0.1 0.0 0.1
0.1 0.0 0.1
0.0 0.0 0.0
0.0 0.3 -0.2
0.1 -0.1 0.0
0.0 0.1 -0.1
0.1 -0.1 0.1
0.0 0.1 0.1
0.0 -0.1 0.0
-0.1 -0.1 -0.1
0.0 0.1 -0.1
0.0 -0.1 -0.1
0.0 0.0 0.0
0.0 0.0 -0.1
0.0 0.0 0.0
0.1 0.0 0.0
0.0 0.0 -0.1
0.0 0.0 0.0
-0.1 0.0 0.0
-0.1 0.0 0.1
0.0 0.0 0.0
0.0 0.0 0.0
-0.1 0.0 0.1
-0.1 0.0 0.0
0.0 -0.1 0.0
-0.1 0.0 0.0
0.0 0.0 0.0
-0.1 0.0 0.0
0.3 0.1 -0.3
0.2 0.1 0.0
-0.2 -0.4 0.0
-0.1 0.4 0.5

---

[3]
Molecular formula: C21H34N3O
Method: DFT, ωB97M-V/def2-TZVPD

Total charge   +1
SMILES string   CO[C@H](Cc1c(C(C)(C)C)[n+](C(C)C)nn1C(C)C)c1ccccc1
Energy   -1059.82971 hartree
E_LUMO   -3.0 eV
HOMO level   -11.50 eV

Last column: natural (NBO) charge in e.
CARTESIAN COORDINATES (ANGSTROEM)
C -2.3044 -2.7918 2.3106  -0.2452
O -1.5955 -2.1934 1.2317  -0.5516
C -0.5768 -1.2512 1.6096  0.0872
C -1.0777 0.1668 1.5692  -0.4860
C -2.1602 0.8591 2.3983  0.1383
C -3.4372 1.2761 2.0480  0.2535
C -4.2985 1.2798 0.7658  -0.0994
C -3.4619 0.8883 -0.4549  -0.6085
C -4.8093 2.7067 0.4884  -0.5987
C -5.4850 0.3103 0.8830  -0.6041
N -3.9228 1.9956 3.1275  -0.1356
C -5.3235 2.2508 3.6520  -0.0333
C -5.2784 3.5639 4.3982  -0.6271
C -5.7394 1.1259 4.5808  -0.6239
N -2.9952 2.1235 4.0850  0.0043
N -1.9327 1.4781 3.6347  -0.0902
C -0.7837 1.4965 4.5632  -0.0479
C -0.7121 0.1899 5.3485  -0.6176
C -1.0312 2.6754 5.4877  -0.6215
C 0.5862 -1.4956 0.6026  0.0434
C 1.8732 -1.2332 1.0770  -0.2548
C 2.9945 -1.6818 0.3694  -0.1890
C 2.8432 -2.3321 -0.8671  -0.2082
C 1.5445 -2.4746 -1.4031  -0.1942
C 0.4140 -2.0318 -0.6808  -0.2376
H -3.1524 -3.3362 1.8748  0.2081
H -1.7144 -3.4778 2.9435  0.1838
H -2.6665 -1.9852 2.9591  0.1497
H -0.1768 -1.5112 2.6280  0.1812
H -1.4222 0.3161 0.5363  0.2609
H -0.2152 0.8379 1.6684  0.2387
H -3.2429 -0.1910 -0.4302  0.2261
H -4.0325 1.1187 -1.3738  0.2358
H -2.5294 1.4762 -0.4678  0.2110
H -5.4274 3.0947 1.2977  0.2001
H -3.9591 3.3853 0.3632  0.2213
H -5.4178 2.7114 -0.4254  0.2347
H -6.1882 0.5913 1.6764  0.2053
H -6.0355 0.3201 -0.0661  0.2323
H -5.1278 -0.7129 1.0523  0.2229
H -6.0005 2.3069 2.7970  0.2297
H -6.2187 3.7201 4.9377  0.2376
H -4.4629 3.5474 5.1254  0.2341
H -5.1379 4.4033 3.7150  0.2269
H -6.7179 1.3586 5.0090  0.2420
H -5.8052 0.1711 4.0555  0.2229
H -5.0268 1.0378 5.4088  0.2228
H 0.0622 1.6765 3.8972  0.2237
H 0.2208 0.1003 5.9138  0.2460
H -1.5418 0.1677 6.0695  0.2245
H -0.8065 -0.6933 4.7044  0.2186
H -0.1545 2.8714 6.1157  0.2396
H -1.2646 3.6044 4.9606  0.2321
H -1.8687 2.4928 6.1702  0.2288
H 1.9674 -0.7413 2.0478  0.2015
H 3.9937 -1.5268 0.7921  0.2220
H 3.7204 -2.6653 -1.4317  0.2288
H 1.4149 -2.9278 -2.3876  0.2246
H -0.5868 -2.1804 -1.0988  0.2297

Forces on the atoms, in the same order (eV/Å):
-0.1 0.5 0.1
0.2 0.2 0.4
0.2 -2.0 0.2
-0.4 2.1 -0.8
0.3 0.3 0.6
-1.1 0.5 0.1
0.1 -0.2 -0.1
0.1 -0.2 -0.1
0.1 0.1 0.2
0.0 -0.1 0.0
1.4 -0.7 1.2
0.1 0.3 -0.1
-0.2 0.5 0.1
0.2 -0.3 0.0
-0.3 -1.3 -2.2
-2.0 -0.2 -0.3
-0.1 0.2 -0.1
-0.2 -0.3 0.0
0.5 0.7 0.8
-0.1 0.6 0.4
0.1 -0.6 -0.3
0.1 0.1 -0.2
-0.8 0.4 0.1
0.2 0.5 0.5
0.4 -0.4 0.0
0.3 0.2 0.2
0.1 0.2 -0.5
-0.3 -0.2 0.2
-0.3 0.1 -0.8
0.3 -0.1 0.4
0.2 -0.2 -0.1
0.1 0.4 -0.2
0.3 -0.2 0.5
-0.4 -0.2 -0.3
0.1 0.1 -0.3
-0.2 0.0 -0.1
0.2 0.0 0.2
0.2 -0.2 -0.2
0.1 0.0 0.2
-0.1 0.2 0.0
0.3 -0.1 0.3
0.2 -0.1 -0.2
-0.2 0.1 -0.1
0.1 0.0 0.1
0.1 0.0 -0.1
0.0 0.0 0.1
-0.1 0.0 -0.1
0.3 -0.2 0.3
-0.1 0.2 -0.2
0.2 0.0 -0.2
0.1 0.2 0.1
0.0 -0.2 -0.2
0.2 -0.2 -0.1
0.2 -0.1 -0.2
0.2 -0.2 -0.2
-0.4 -0.1 -0.2
-0.4 0.1 0.3
0.0 0.1 0.3
0.4 0.0 0.3

---

[4]
Molecular formula: C21H35BIrO2P2
Method: DFT, ωB97M-V/def2-TZVPD

Multiplicity   6
Total charge   +2
<S²>   8.775
Energy   -1782.70152 hartree
E_LUMO (alpha / beta)   -7.0 / -9.9 eV
HOMO level (alpha / beta)   -11.92 / -14.89 eV

Last column: Löwdin spin population.
CARTESIAN COORDINATES (ANGSTROEM)
P 3.2151 -0.5148 2.6968  0.3158
P 1.4440 0.3154 -0.8388  0.0436
C 3.5662 -0.5048 0.8917  0.0912
C 2.8954 0.7266 0.2491  0.0401
H 3.1334 -1.4422 0.5176  0.0072
H 4.6444 -0.5586 0.6592  0.0106
H 2.4510 1.4246 0.9853  0.0097
H 3.6321 1.3167 -0.3409  0.0013
C 2.2740 -0.9332 -1.9731  0.0033
H 2.1462 -0.7110 -3.0540  0.0000
H 1.9090 -1.9495 -1.7450  0.0004
H 3.3637 -0.8880 -1.7607  0.0009
C 2.0871 1.6048 -2.0779  0.0136
H 3.1215 1.3020 -2.3106  0.0007
H 2.0762 2.6069 -1.6194  0.0006
H 1.5174 1.6138 -3.0269  0.0005
C 3.9652 -2.0187 3.3632  0.0511
H 3.0992 -2.6091 3.7137  0.0159
H 4.6100 -1.8232 4.2279  0.0014
H 4.5208 -2.5609 2.5886  0.0046
C 4.0387 0.9965 3.3420  0.0708
H 4.1759 1.7383 2.5411  0.0034
H 5.0136 0.7968 3.8132  0.0057
H 3.3642 1.4208 4.1035  0.0129
Ir 1.1949 -0.5833 3.0701  1.5834
C -2.5540 1.7773 -3.3988  0.5932
C -2.5078 0.3773 -3.1115  0.1045
C -1.9571 -0.5848 -4.1946  0.0201
C -0.7876 -0.9801 -3.2662  0.0021
C -1.3592 -0.0963 -2.1525  0.0176
C -0.5965 0.9621 -1.4157  0.0325
C -0.8051 2.4100 -1.8227  0.0309
C -2.2314 2.7176 -2.3123  0.0874
C -0.0519 -0.4493 4.7056  0.2519
H -2.9372 2.1346 -4.3509  0.0288
H -3.4650 0.0351 -2.6578  0.0366
H -1.6244 -0.1009 -5.1256  0.0015
H -2.6859 -1.3710 -4.4292  0.0005
H -0.7831 -2.0593 -3.0290  0.0003
H 0.2121 -0.6764 -3.5982  0.0010
H -1.8112 -0.7731 -1.4072  0.0016
H -0.9121 0.8343 -0.3500  0.0007
H -0.1034 2.6678 -2.6358  0.0030
H -0.5313 3.0545 -0.9627  0.0025
H -2.9312 2.5515 -1.4712  0.0267
H -2.3175 3.7681 -2.6570  0.0000
H -0.6248 0.4777 4.5618  0.0205
H 0.5836 -0.3522 5.6038  0.0440
H -0.7488 -1.3029 4.8071  0.0249
O -1.3878 -2.2103 2.1254  0.1334
B -0.5510 -1.0609 2.1670  0.2982
O -1.2379 0.0388 1.5758  0.1507
C -2.5058 -0.3982 1.3471  0.2021
C -3.5599 0.3212 0.8197  0.0069
C -4.7699 -0.3755 0.7144  0.1918
C -4.8771 -1.7305 1.0649  0.1892
C -3.7683 -2.4554 1.5239  0.0018
C -2.5985 -1.7520 1.6841  0.1954
H -3.4220 1.3602 0.5091  -0.0011
H -5.6317 0.1978 0.3461  0.0063
H -5.8575 -2.2120 0.9975  0.0065
H -3.7610 -3.5114 1.7801  -0.0028

Forces on the atoms, in the same order (eV/Å):
5.6 0.8 -0.6
1.8 1.5 -4.5
-0.1 -0.2 0.1
-0.2 0.5 1.1
0.1 0.1 0.0
-0.3 0.2 0.2
0.5 -0.2 0.0
-0.8 -0.5 0.2
-0.4 -1.3 0.3
-0.2 -0.1 0.9
0.3 0.3 -0.4
-0.7 0.0 0.0
-0.1 0.4 -0.2
-0.5 0.4 0.1
0.0 -0.3 -0.3
0.3 0.0 0.6
0.0 -0.3 0.2
0.6 -0.1 -0.1
-0.1 0.0 -0.2
-0.1 0.0 0.3
0.2 0.1 0.2
0.0 -0.2 0.3
-0.3 0.0 -0.2
0.4 -0.1 -0.3
-4.4 -0.4 0.7
-0.3 1.2 -0.7
0.0 -1.0 0.2
-0.3 0.0 -0.6
0.1 -0.6 -0.5
0.2 -1.1 0.7
-1.7 -0.5 3.1
2.3 0.7 0.1
-0.3 -0.1 0.0
-0.2 0.2 1.0
0.1 -0.1 0.1
0.2 0.1 -0.3
-0.3 -0.1 0.3
0.5 0.1 -0.1
0.2 0.6 0.0
-0.5 -0.1 -0.2
0.3 0.2 0.0
0.2 0.6 -1.0
-0.5 0.1 0.3
-0.2 -0.2 -0.4
0.1 0.3 -0.1
0.2 -0.6 0.5
0.0 -0.1 0.3
-0.5 -0.1 -0.2
0.4 0.3 0.1
-2.0 0.7 -0.4
0.4 -0.5 -1.0
-2.4 -0.2 -0.4
1.4 2.1 -0.3
-0.7 0.0 -0.2
0.8 2.3 -0.5
0.3 -1.9 0.7
-0.8 -0.3 -0.1
1.3 -1.9 0.6
-0.2 -0.4 0.2
0.3 -0.6 0.2
0.4 0.1 0.0
-0.4 0.2 -0.1

---

> total charge of number 3 (C21H34N3O)?

+1